# 1
The following is a DFT calculation (the ωB97M-V functional and the def2-TZVPD basis) of 3 unconnected molecules or ions with the total composition C3H6N2O2S.

Properties
energy above the lowest of the compared OMol25 structures with the same formula, charge and spin = 92.4 kcal per mole
2S+1 = 1
LUMO level = -0.2 eV
net charge = 0
gap between HOMO and LUMO = 9.14 eV
total energy = -21115.8442 eV

```
14
Properties=species:S:1:pos:R:3:forces:R:3
C -2.171 -2.158 0.446 -0.5 1.5 -0.7
C 0.196 1.249 1.651 -2.3 -0.5 0.1
C 1.719 1.292 -0.113 1.0 -2.2 0.4
N -2.007 -1.175 -0.148 -0.5 -2.1 1.8
N 0.444 1.251 0.434 -2.6 1.3 -0.6
O -1.579 -1.203 -3.014 -1.2 -0.4 -1.0
O 0.467 -1.693 -1.812 -0.6 0.6 0.1
S -0.625 -0.774 -2.067 2.3 0.2 0.1
H -2.512 -3.019 1.006 0.4 0.3 -0.3
H -0.880 1.229 1.991 1.1 0.0 -0.4
H 0.915 1.152 2.414 1.4 0.1 1.1
H 1.648 0.421 -0.829 1.3 0.7 0.8
H 1.945 2.150 -0.684 -0.3 1.1 -0.7
H 2.442 1.278 0.727 0.5 -0.6 -0.7
```
Positions in Å, forces in eV/Å.

natural (NBO) population analysis, charges in e, atoms 1 to 8:
1. C 0.16
2. C -0.06
3. C -0.44
4. N -0.37
5. N -0.40
6. O -0.87
7. O -0.88
8. S 1.72



# 2
The following is a DFT calculation (the ωB97M-V functional and the def2-TZVPD basis) of C3H6N2O2S in the gas phase.

Properties
energy above the lowest of the compared OMol25 structures with the same formula, charge and spin = 54.4 kcal per mole
2S+1 = 1
LUMO level = 0.3 eV
net charge = 0
gap between HOMO and LUMO = 9.11 eV
total energy = -21117.4911 eV
SMILES string = CN(N)C(=S)C(=O)O

```
14
Properties=species:S:1:pos:R:3:forces:R:3
C 0.830 -2.048 0.159 -1.4 -0.8 -0.5
N 1.034 -0.632 0.179 -1.7 0.6 -0.2
N 2.346 -0.303 0.072 2.8 2.6 0.9
C 0.102 0.318 0.022 -1.8 -1.4 -0.6
S 0.430 1.881 -0.205 0.0 1.2 0.0
C -1.414 -0.192 -0.113 1.1 -1.0 0.4
O -1.803 -1.086 -0.841 0.5 1.4 0.5
O -2.192 0.396 0.805 -1.0 -0.6 -0.5
H -0.262 -2.299 0.182 1.2 0.2 0.4
H 1.374 -2.375 1.037 0.0 -0.9 -0.2
H 1.177 -2.458 -0.813 0.2 0.1 0.8
H 2.417 0.421 -0.689 0.0 -0.8 0.9
H 2.703 0.246 0.960 -1.1 -1.3 -2.1
H -3.085 -0.048 0.712 1.1 0.7 0.1
```
Positions in Å, forces in eV/Å.

natural (NBO) population analysis, charges in e, atoms 1 to 8:
1. C -0.41
2. N -0.23
3. N -0.65
4. C -0.03
5. S -0.11
6. C 0.76
7. O -0.59
8. O -0.65



# 3
The following is a DFT calculation (the ωB97M-V functional and the def2-TZVPD basis) of a molecular structure, C3H6N2O3.

Properties
energy above the lowest of the compared OMol25 structures with the same formula, charge and spin = 217.3 kcal per mole
2S+1 = 1
LUMO level = 0.4 eV
net charge = 0
gap between HOMO and LUMO = 9.98 eV
total energy = -12322.8054 eV

```
14
Properties=species:S:1:pos:R:3:forces:R:3
C 2.132 0.448 0.171 1.2 -1.1 -0.6
C 1.387 -1.106 0.099 1.7 1.2 1.7
C -2.060 -0.836 -0.193 2.5 -4.7 -3.0
H 0.498 1.972 -0.159 3.7 -2.6 0.0
H 3.112 0.065 -0.665 -2.8 1.9 2.6
H 2.622 0.824 1.274 -1.4 -2.0 -2.9
H 2.262 -1.900 0.120 -2.1 1.4 -0.1
H -2.004 -1.880 -0.731 -0.9 1.9 1.2
H -3.240 1.729 -0.132 2.8 -1.1 3.3
N 0.211 -1.592 0.196 -0.8 1.6 -0.9
N -2.977 -0.030 -0.327 -1.8 2.0 2.0
O 1.494 1.589 -0.368 -2.4 0.8 -0.2
O -0.872 -0.462 0.179 4.3 -0.4 1.8
O -2.564 1.178 0.535 -3.9 1.2 -5.0
```
Positions in Å, forces in eV/Å.

natural (NBO) population analysis, charges in e, atoms 1 to 8:
1. C -0.09
2. C 0.06
3. C 0.36
4. H 0.53
5. H 0.19
6. H 0.22
7. H 0.22
8. H 0.18